[1]
{"formula": "C5H10FN2O5", "method": "the ωB97M-V functional and the def2-TZVPD basis", "species": ["N", "C", "C", "N", "C", "O", "O", "C", "O", "F", "C", "O", "O", "H", "H", "H", "H", "H", "H", "H", "H", "H", "H"], "xyz": [[-1.28, -2.51, -0.21], [0.08, -2.21, 0.44], [-0.01, -0.76, 1.26], [0.11, 0.32, 0.22], [-0.91, 1.43, 0.40], [-2.25, 0.89, 0.02], [-2.38, 1.01, -1.29], [1.51, 0.83, 0.01], [1.75, 2.16, 0.66], [2.59, -0.06, 0.51], [1.73, 0.91, -1.64], [0.73, 1.43, -2.40], [2.99, 0.37, -2.19], [-1.32, -2.06, -1.17], [-2.05, -2.03, 0.32], [0.81, -2.00, -0.49], [0.47, -3.09, 1.12], [-1.10, -0.69, 1.75], [0.74, -0.68, 2.16], [-0.70, 2.31, -0.36], [-1.02, 1.82, 1.50], [-3.20, 0.47, -1.56], [2.71, 2.12, 0.96]], "nbo_charge": [-0.8712, -0.2325, -0.2413, -0.5225, 0.0586, -0.3190, -0.4376, 0.6730, -0.7573, -0.3808, 0.6776, -0.7321, -0.8049, 0.3711, 0.3463, 0.2342, 0.1811, 0.1875, 0.1965, 0.2548, 0.1748, 0.4529, 0.4909], "charge": -1, "smiles": "NCCN(COO)[C@@](O)(F)C(=O)[O-]", "molar_mass_g_mol": 197.1, "total_energy_ha": -781.90720, "homo_lumo_gap_ev": 7.481}


[2]
{"formula": "C6H12N2", "method": "the ωB97M-V functional and the def2-TZVPD basis", "species": ["C", "C", "C", "C", "C", "C", "N", "N", "H", "H", "H", "H", "H", "H", "H", "H", "H", "H", "H", "H"], "xyz": [[0.11, 0.61, 1.48], [-0.48, 1.40, 2.28], [1.31, -0.23, 1.67], [1.73, -0.29, 0.21], [-0.94, -1.43, -1.08], [-0.99, 0.70, -2.10], [0.57, 0.48, -0.52], [-0.22, -0.21, -1.27], [-1.16, 2.19, 1.93], [-0.41, 1.44, 3.35], [2.19, 0.30, 2.25], [0.95, -1.24, 1.89], [2.68, 0.20, 0.01], [1.88, -1.27, -0.30], [-0.35, -2.10, -0.35], [-2.06, -1.31, -0.70], [-1.17, -1.93, -2.02], [-0.39, 1.54, -2.19], [-1.39, 0.16, -3.02], [-1.87, 0.98, -1.53]], "nbo_charge": [0.0877, -0.4934, -0.5319, -0.2291, -0.4421, -0.4027, -0.1912, -0.2388, 0.2068, 0.2000, 0.2250, 0.2268, 0.1961, 0.1864, 0.2128, 0.1830, 0.2121, 0.2260, 0.1918, 0.1748], "relative_energy_kcal_mol": 138.3, "molar_mass_g_mol": 112.2, "total_energy_ha": -345.10743, "homo_lumo_gap_ev": 8.269}


[3]
{"formula": "C54H38CrIN3PS2", "method": "the ωB97M-V functional and the def2-TZVPD basis", "species": ["Cr", "N", "C", "C", "C", "C", "C", "C", "C", "C", "C", "C", "C", "C", "H", "H", "H", "H", "H", "H", "H", "H", "H", "H", "S", "C", "C", "C", "C", "C", "C", "N", "C", "C", "C", "C", "C", "C", "C", "C", "N", "C", "C", "C", "C", "C", "S", "C", "H", "H", "H", "H", "H", "H", "H", "H", "H", "H", "H", "H", "I", "C", "C", "C", "C", "C", "C", "C", "C", "C", "P", "C", "C", "C", "C", "C", "C", "C", "C", "C", "C", "C", "C", "C", "H", "H", "H", "H", "H", "H", "H", "H", "H", "H", "H", "H", "H", "H", "H", "H"], "xyz": [[-0.08, -0.07, 0.52], [0.97, 1.78, 0.89], [0.21, 2.88, 1.41], [0.64, 3.54, 2.55], [-0.02, 4.66, 3.02], [-1.15, 5.10, 2.35], [-1.62, 4.42, 1.24], [-0.94, 3.30, 0.73], [-1.52, 2.60, -0.43], [-2.23, 3.30, -1.35], [-3.02, 2.63, -2.35], [-3.39, 1.36, -2.13], [-2.93, 0.66, -0.88], [-1.48, 1.10, -0.57], [1.77, 1.63, 1.52], [1.37, 2.07, -0.01], [1.52, 3.17, 3.07], [0.34, 5.19, 3.88], [-1.67, 5.98, 2.70], [-2.53, 4.76, 0.77], [-2.25, 4.38, -1.33], [-3.38, 3.18, -3.19], [-4.10, 0.86, -2.77], [-3.53, 1.09, -0.06], [5.63, -4.43, 0.35], [6.11, -4.68, -1.27], [5.37, -3.96, -2.15], [4.39, -3.18, -1.53], [4.40, -3.31, -0.15], [3.53, -2.67, 0.80], [2.63, -1.68, 0.37], [1.75, -1.10, 1.14], [1.68, -1.48, 2.44], [2.61, -2.38, 3.01], [2.53, -2.62, 4.41], [1.61, -2.00, 5.19], [0.65, -1.09, 4.62], [-0.27, -0.38, 5.38], [-1.19, 0.47, 4.76], [-1.16, 0.52, 3.34], [-0.28, -0.14, 2.60], [0.66, -0.89, 3.23], [-2.14, 1.22, 5.53], [-3.22, 1.96, 5.10], [-3.99, 2.48, 6.16], [-3.49, 2.15, 7.38], [-2.07, 1.20, 7.27], [3.53, -2.98, 2.16], [6.93, -5.34, -1.48], [5.53, -3.96, -3.22], [3.69, -2.56, -2.07], [2.64, -1.35, -0.67], [3.23, -3.31, 4.85], [1.56, -2.16, 6.25], [-0.27, -0.48, 6.46], [-1.88, 1.11, 2.81], [-3.47, 2.12, 4.07], [-4.89, 3.05, 6.02], [-3.88, 2.41, 8.35], [4.24, -3.69, 2.55], [-0.53, -2.60, -0.53], [0.24, -2.66, -2.56], [0.84, -3.85, -2.88], [1.22, -4.12, -4.20], [0.90, -3.24, -5.19], [0.27, -2.01, -4.89], [-0.08, -1.13, -5.93], [-0.64, 0.09, -5.67], [-0.77, 0.51, -4.35], [-0.44, -0.32, -3.30], [-0.14, 0.52, -1.70], [-3.24, -0.81, -0.92], [-3.23, -1.52, -2.12], [-3.60, -2.86, -2.15], [-3.96, -3.51, -0.99], [-3.95, -2.82, 0.22], [-3.60, -1.48, 0.24], [1.00, 1.86, -2.22], [0.67, 3.09, -2.80], [1.67, 4.02, -3.06], [2.99, 3.74, -2.76], [3.33, 2.52, -2.21], [2.35, 1.59, -1.95], [0.00, -1.65, -3.53], [1.00, -4.59, -2.11], [1.71, -5.06, -4.43], [1.12, -3.46, -6.22], [0.12, -1.44, -6.95], [-0.93, 0.75, -6.48], [-1.11, 1.51, -4.15], [-2.95, -1.02, -3.04], [-3.61, -3.38, -3.10], [-4.26, -4.54, -1.02], [-4.24, -3.32, 1.12], [-3.62, -0.94, 1.18], [-0.35, 3.33, -3.02], [1.40, 4.96, -3.51], [3.75, 4.49, -2.94], [4.36, 2.28, -1.99], [2.61, 0.63, -1.51]], "lowdin_spin": [1.1136, -0.0044, 0.0018, 0.0011, -0.0003, 0.0014, -0.0005, 0.0007, -0.0062, 0.0022, -0.0006, -0.0021, -0.0087, -0.0524, -0.0002, 0.0000, 0.0000, 0.0000, 0.0001, 0.0000, 0.0000, -0.0001, -0.0006, 0.0001, 0.0000, -0.0001, 0.0000, -0.0001, 0.0000, -0.0002, 0.0013, 0.0038, 0.0017, 0.0001, 0.0002, 0.0000, 0.0001, -0.0007, 0.0001, 0.0004, 0.0036, 0.0018, 0.0000, 0.0001, 0.0000, 0.0001, 0.0000, 0.0003, 0.0000, 0.0000, 0.0000, 0.0000, 0.0000, 0.0000, 0.0000, 0.0001, 0.0000, 0.0000, 0.0000, 0.0000, -0.0164, -0.0003, -0.0007, 0.0000, -0.0004, 0.0002, 0.0007, -0.0007, -0.0010, -0.0063, -0.0235, -0.0012, 0.0002, -0.0003, 0.0003, -0.0002, 0.0000, -0.0049, -0.0011, -0.0003, -0.0001, 0.0001, -0.0008, 0.0003, -0.0002, 0.0000, 0.0000, 0.0000, -0.0001, -0.0001, 0.0000, 0.0000, 0.0000, 0.0000, 0.0000, 0.0000, 0.0000, 0.0000, 0.0000, -0.0005], "charge": 2, "s2": 0.7856, "molar_mass_g_mol": 1002.9, "spin_multiplicity": 2, "total_energy_ha": -4724.25226, "homo_lumo_gap_ev": [6.153, 6.750]}


[4]
{"formula": "H3IO3Si", "method": "the ωB97M-V functional and the def2-TZVPD basis", "species": ["O", "Si", "O", "I", "H", "O", "H", "H"], "xyz": [[2.51, -1.81, 0.44], [2.03, -0.39, 0.07], [0.72, 0.51, -0.24], [3.68, 1.41, 0.03], [-0.23, 0.32, -0.46], [-2.56, 0.01, 0.01], [-3.24, 0.52, -0.52], [-2.91, -0.57, 0.67]], "nbo_charge": [-1.1536, 1.9739, -1.1310, -0.2523, 0.5592, -0.9833, 0.4953, 0.4918], "relative_energy_kcal_mol": 73.5, "smiles": "O=[Si](O)I.O", "molar_mass_g_mol": 206.0, "total_energy_ha": -814.78982, "homo_lumo_gap_ev": 9.526}


[5]
{"formula": "C8H10O5PPt", "method": "the ωB97M-V functional and the def2-TZVPD basis", "species": ["O", "C", "Pt", "O", "C", "C", "O", "C", "O", "C", "O", "H", "C", "P", "C", "C", "H", "H", "H", "H", "H", "H", "H", "H", "H"], "xyz": [[-0.57, 4.01, -5.29], [-0.62, 3.53, -4.25], [-0.02, 0.59, -0.96], [-0.30, 3.37, 0.53], [-0.13, 2.42, -0.15], [0.42, -2.51, -1.66], [0.54, -3.22, -2.54], [1.92, 0.77, -1.46], [3.06, 0.96, -1.35], [-2.08, 0.30, -1.23], [-3.21, 0.42, -0.97], [-0.31, 2.26, -1.59], [-1.24, -1.83, 1.05], [0.05, -0.61, 0.99], [-0.11, 0.38, 2.43], [1.60, -1.46, 1.15], [-2.19, -1.30, 1.07], [-1.12, -2.41, 1.98], [-1.09, -2.46, 0.16], [-0.15, -0.14, 3.36], [0.65, 1.12, 2.65], [-1.03, 0.94, 2.49], [1.61, -2.19, 1.95], [1.83, -2.07, 0.27], [2.48, -0.86, 1.36]], "lowdin_spin": [0.0936, 0.8939, 1.0341, 0.2301, 0.3713, 0.0879, 0.0123, 0.1603, 0.0753, 0.1566, 0.0631, 0.2848, 0.0685, 0.3003, 0.0410, 0.0684, 0.0011, 0.0177, 0.0011, 0.0135, 0.0011, 0.0019, 0.0202, 0.0014, 0.0007], "charge": 3, "s2": 6.0303, "molar_mass_g_mol": 412.2, "spin_multiplicity": 5, "total_energy_ha": -1146.13345, "homo_lumo_gap_ev": [4.695, 2.811]}


What did the fifth record say?
{"formula": "C8H10O5PPt", "method": "the ωB97M-V functional and the def2-TZVPD basis", "species": ["O", "C", "Pt", "O", "C", "C", "O", "C", "O", "C", "O", "H", "C", "P", "C", "C", "H", "H", "H", "H", "H", "H", "H", "H", "H"], "xyz": [[-0.57, 4.01, -5.29], [-0.62, 3.53, -4.25], [-0.02, 0.59, -0.96], [-0.30, 3.37, 0.53], [-0.13, 2.42, -0.15], [0.42, -2.51, -1.66], [0.54, -3.22, -2.54], [1.92, 0.77, -1.46], [3.06, 0.96, -1.35], [-2.08, 0.30, -1.23], [-3.21, 0.42, -0.97], [-0.31, 2.26, -1.59], [-1.24, -1.83, 1.05], [0.05, -0.61, 0.99], [-0.11, 0.38, 2.43], [1.60, -1.46, 1.15], [-2.19, -1.30, 1.07], [-1.12, -2.41, 1.98], [-1.09, -2.46, 0.16], [-0.15, -0.14, 3.36], [0.65, 1.12, 2.65], [-1.03, 0.94, 2.49], [1.61, -2.19, 1.95], [1.83, -2.07, 0.27], [2.48, -0.86, 1.36]], "lowdin_spin": [0.0936, 0.8939, 1.0341, 0.2301, 0.3713, 0.0879, 0.0123, 0.1603, 0.0753, 0.1566, 0.0631, 0.2848, 0.0685, 0.3003, 0.0410, 0.0684, 0.0011, 0.0177, 0.0011, 0.0135, 0.0011, 0.0019, 0.0202, 0.0014, 0.0007], "charge": 3, "s2": 6.0303, "molar_mass_g_mol": 412.2, "spin_multiplicity": 5, "total_energy_ha": -1146.13345, "homo_lumo_gap_ev": [4.695, 2.811]}


What is the formula in the third record?
C54H38CrIN3PS2